Entry 1:
An isolated ion of composition C4H14N3 and charge +2 at a distorted geometry. Source: OMol25; level of theory: ωB97M-V/def2-TZVPD.

Kohn-Sham gap (spin up / spin down) ... 11.3431 / 5.4200 eV
Electronic energy ... -324.3622 Eh
E_LUMO (spin up / spin down) ... -6.47 / -12.34 eV
ΔE to the lowest compared entry with this formula, charge and spin ... 122.2 kJ/mol
Charge ... +2
Multiplicity ... 2
<S²> ... 0.755

CARTESIAN COORDINATES (ANGSTROEM)
N  0.74463  -0.78043  1.17486
C  -0.15822  -0.22550  0.23026
C  0.12777  1.27614  -0.24208
C  1.39430  1.38237  -1.01292
N  1.32603  0.79369  -2.31279
C  -1.61342  -0.37693  0.75799
N  -1.74996  -1.80029  1.26303
H  1.58650  -1.18677  0.79446
H  0.90745  -0.26021  2.02929
H  -1.01689  -1.97241  1.95820
H  -0.14006  -0.78653  -0.73172
H  -0.12036  1.94597  0.59061
H  -0.72045  1.50273  -0.89627
H  2.25351  0.84895  -0.54899
H  1.91427  2.36244  -0.91489
H  0.70298  1.31740  -2.94280
H  2.23678  0.66882  -2.76466
H  -1.61893  0.25979  1.64558
H  -2.44222  -0.10810  0.09461
H  -2.71127  -1.98234  1.55199
H  -1.46907  -2.39699  0.47939

Atomic partial charges in e from the Mulliken method, atoms 1 to 4: atom 1 (N): -0.570, atom 2 (C): 0.310, atom 3 (C): -0.761, atom 4 (C): -0.689

***

Entry 2:
A 7-piece molecular cluster, C19H21F6O21PS overall at a distorted geometry. Source: OMol25; level of theory: ωB97M-V/def2-TZVPD.

Kohn-Sham gap ... 9.0226 eV
Electronic energy ... -3655.5067 Eh
E_LUMO ... 0.21 eV
SMILES string ... O=C1OC[C@@H](F)O1.O=C1OC[C@@H](F)O1.O=C1OC[C@@H](F)O1.O=C1OC[C@@H](F)O1.O=C1OC[C@@H](F)O1.O=C1OC[C@@H](F)O1.O=C(O)O[PH2]=S
Charge ... 0
Multiplicity ... 1

CARTESIAN COORDINATES (ANGSTROEM)
O  0.65862  -3.02398  5.06711
C  0.29338  -3.52427  4.03822
O  -0.60956  -4.50859  3.96153
O  0.65280  -3.10070  2.79522
P  2.17948  -2.46317  2.59259
S  2.24653  -1.32719  1.04228
H  -0.31400  -5.18496  3.33989
H  2.95995  -3.61453  2.50796
H  2.52058  -1.82482  3.76950
C  -4.02346  -6.00127  1.56320
C  -3.75020  -7.26343  2.35321
O  -2.42121  -7.57820  1.96200
C  -1.80681  -6.42075  1.60968
O  -0.63686  -6.28739  1.47880
O  -2.71063  -5.43435  1.45204
F  -4.57358  -8.27924  2.00724
H  -4.40410  -6.23622  0.56909
H  -4.69792  -5.31159  2.06076
H  -3.78090  -7.13797  3.43627
C  -2.12528  -0.45794  0.83706
C  -1.85303  0.99813  0.53619
O  -1.82223  1.00541  -0.88564
C  -2.59874  -0.02140  -1.32394
O  -2.97609  -0.14934  -2.43830
O  -2.88792  -0.86211  -0.31196
F  -0.66457  1.40660  1.02644
H  -1.20174  -1.03581  0.88276
H  -2.69500  -0.60665  1.74951
H  -2.62797  1.68686  0.87723
C  -3.06004  1.42270  -5.59192
C  -4.38693  2.04221  -5.22100
O  -4.96384  2.30885  -6.48461
C  -4.44646  1.41243  -7.37908
O  -4.88415  1.20599  -8.45268
O  -3.37065  0.79182  -6.84083
F  -4.24259  3.21468  -4.53948
H  -2.29688  2.18652  -5.75007
H  -2.70894  0.69924  -4.86170
H  -5.04742  1.38894  -4.65103
C  -3.39173  6.46194  -4.07788
C  -1.95726  6.49158  -4.55546
O  -1.46633  7.68307  -3.96853
C  -2.19180  7.92497  -2.83697
O  -1.89190  8.69308  -1.99557
O  -3.29671  7.14172  -2.81898
F  -1.86005  6.57977  -5.90512
H  -4.04188  7.02344  -4.74949
H  -3.78202  5.45874  -3.94764
H  -1.35020  5.65066  -4.21599
C  6.26991  1.81051  -1.48602
C  5.14307  0.91140  -1.94667
O  4.70491  0.32977  -0.73485
C  4.99315  1.19384  0.28006
O  4.55813  1.13267  1.37192
O  5.85289  2.15111  -0.16009
F  5.57130  -0.06219  -2.78758
H  7.21262  1.26368  -1.44538
H  6.39076  2.70363  -2.09189
H  4.30746  1.43486  -2.41393
C  4.82664  0.22522  6.36084
C  6.17837  -0.42140  6.57808
O  5.91983  -1.77947  6.25223
C  4.88508  -1.80500  5.37422
O  4.56909  -2.73824  4.72037
O  4.26795  -0.60620  5.33631
F  6.59168  -0.33849  7.86445
H  4.21197  0.15976  7.25889
H  4.88327  1.25689  6.02823
H  6.97014  -0.04586  5.92889

Atomic partial charges in e from the Mulliken method, atoms 1 to 4: atom 1 (O): -0.514, atom 2 (C): 0.682, atom 3 (O): -0.402, atom 4 (O): -0.179

***

Entry 3:
A 4-piece molecular cluster, H12N4 overall at a distorted geometry. Source: OMol25; level of theory: ωB97M-V/def2-TZVPD.

Kohn-Sham gap ... 10.6055 eV
Electronic energy ... -226.1899 Eh
E_LUMO ... 0.68 eV
SMILES string ... N.N.N.N
ΔE to the lowest compared entry with this formula, charge and spin ... 33.0 kJ/mol
Charge ... 0
Multiplicity ... 1

CARTESIAN COORDINATES (ANGSTROEM)
N  4.26514  3.44210  1.80330
H  3.73837  2.80837  1.20685
H  3.93829  4.39782  1.77171
H  4.00499  3.11945  2.73235
N  0.82669  1.33795  -0.79542
H  1.58110  1.24463  -1.46593
H  1.24223  1.76708  0.01481
H  0.12340  1.81243  -1.34136
N  -4.56805  0.34586  -1.73652
H  -3.72152  0.07662  -2.21935
H  -5.35280  -0.27946  -1.86236
H  -4.33599  0.36603  -0.75347
N  -0.67722  -5.06555  0.69458
H  -0.53649  -5.56371  -0.17707
H  -0.20851  -5.68231  1.34556
H  -0.31962  -4.12730  0.78232

Atomic partial charges in e from the Mulliken method, atoms 1 to 4: atom 1 (N): -0.675, atom 2 (H): 0.224, atom 3 (H): 0.229, atom 4 (H): 0.223

***

Entry 4:
One molecule with the formula C7H16NO2PS at a distorted geometry. Source: OMol25; level of theory: ωB97M-V/def2-TZVPD.

Kohn-Sham gap ... 9.9086 eV
Electronic energy ... -1220.9731 Eh
E_LUMO ... 0.64 eV
SMILES string ... O=S(=O)(CNP)C1CCCCC1
ΔE to the lowest compared entry with this formula, charge and spin ... 476.9 kJ/mol
Charge ... 0
Multiplicity ... 1

CARTESIAN COORDINATES (ANGSTROEM)
C  -2.97909  0.01940  -0.60302
C  -2.64473  1.42536  -0.41238
C  -2.23948  -0.80535  0.56149
C  -1.15550  1.52910  -0.61504
C  -0.73874  -0.73844  0.36494
C  -0.38489  0.73092  0.41866
C  2.51819  0.23150  1.21902
N  4.08497  0.36185  0.43730
O  1.69851  2.31675  -0.24213
O  1.62846  0.00925  -1.14418
P  3.99249  -1.06490  -0.68104
S  1.43433  0.94016  -0.06098
H  -4.07875  -0.13640  -0.45678
H  -2.69676  -0.33079  -1.65274
H  -3.22097  1.95557  -1.27126
H  -3.14937  1.75140  0.54319
H  -2.41561  -0.41131  1.54247
H  -2.54222  -1.85388  0.72564
H  -1.04580  0.88812  -1.59159
H  -0.73799  2.54223  -0.74116
H  -0.20939  -1.18748  1.22549
H  -0.58874  -1.18057  -0.71476
H  -0.53827  1.08384  1.46419
H  2.59319  0.92582  2.11362
H  2.47983  -0.87341  1.21406
H  3.99526  1.25474  0.00085
H  4.03077  -0.20244  -1.83004
H  5.37473  -1.10114  -0.69564

Atomic partial charges in e from the Mulliken method, atoms 1 to 4: atom 1 (C): -0.713, atom 2 (C): -0.543, atom 3 (C): -0.941, atom 4 (C): -0.865